(1)
The following is a quantum chemistry calculation of a molecular structure, C26H22F5N7ReSe, from the OMol25 dataset.

Positions of all 62 atoms, in Å:
Re -0.99395 -0.67600 0.02865
C 5.28266 -4.00454 -1.05560
C 4.12653 -3.12436 -0.69095
C 4.28909 -2.01234 0.13074
C 3.21728 -1.21110 0.45019
C 1.92096 -1.47848 -0.01442
N 0.85312 -0.66778 0.42200
C 1.15812 0.47003 1.25989
C 1.60721 0.30474 2.56424
C 1.83403 1.40886 3.36366
C 1.60985 2.70248 2.89003
C 1.81592 3.89683 3.77278
C 1.12466 2.85832 1.59652
C 0.89390 1.75695 0.78740
N 0.32241 1.96616 -0.50071
C 0.48390 3.00677 -1.33519
C -0.35440 2.82651 -2.41334
C -0.99821 1.61788 -2.17136
N -0.59452 1.10372 -1.00913
C 1.77052 -2.56291 -0.90157
C 2.86148 -3.36115 -1.21191
N 0.54537 -2.84612 -1.58265
C 0.32000 -3.81286 -2.49887
C -0.86522 -3.54033 -3.13958
C -1.31104 -2.35729 -2.56393
N -0.46967 -1.94410 -1.61223
H 6.11656 -3.85505 -0.37477
H 5.62889 -3.77564 -2.06456
H 5.00015 -5.05598 -1.03272
H 5.26731 -1.76866 0.51991
H 3.38228 -0.35079 1.07798
H 1.78031 -0.69276 2.94460
H 2.18414 1.26718 4.37644
H 2.56102 3.69461 4.53895
H 0.88264 4.15599 4.27464
H 2.13682 4.76331 3.19919
H 0.87455 3.84485 1.23263
H 1.18733 3.78729 -1.10761
H -0.46614 3.47299 -3.26312
H -1.72455 1.09478 -2.76894
H 2.75147 -4.18212 -1.90300
H 1.01583 -4.61323 -2.66008
H -1.32129 -4.10613 -3.93044
H -2.19509 -1.77947 -2.78124
F -5.89627 3.89068 -1.34432
C -5.07214 3.14689 -0.63286
C -3.80598 3.61783 -0.30769
F -3.41792 4.81572 -0.71699
C -2.95004 2.81847 0.43411
F -1.72968 3.30509 0.70588
C -3.30788 1.55094 0.86861
Se -2.07850 0.49934 1.91336
C -4.57450 1.10798 0.52235
F -5.00501 -0.11710 0.89661
C -5.45797 1.87921 -0.21662
F -6.65671 1.41132 -0.53036
N -2.92090 -1.88131 0.05804
N -1.89211 -2.41093 0.93266
H -3.73405 -1.57141 0.59048
H -3.17600 -2.57211 -0.64372
H -1.65839 -3.38053 0.71850
H -2.17814 -2.33113 1.90939

Cartesian forces, eV/Å:
0.21 -0.30 -0.34
-0.02 0.00 0.01
0.01 0.02 0.01
-0.07 -0.01 -0.03
-0.01 -0.04 -0.02
0.12 -0.07 -0.01
-0.01 0.39 0.19
0.02 -0.10 -0.08
-0.03 0.13 0.01
-0.02 -0.03 -0.06
-0.01 0.03 -0.03
0.02 -0.03 0.01
0.04 -0.15 0.03
0.04 0.06 0.01
0.04 -0.18 -0.02
0.00 -0.03 0.03
0.04 -0.02 0.02
0.04 0.01 0.03
-0.13 -0.03 0.04
-0.04 -0.02 -0.04
0.06 0.05 0.05
-0.06 0.15 0.12
0.01 -0.05 -0.06
0.09 -0.01 0.02
-0.02 0.11 0.00
-0.10 -0.05 0.03
0.03 -0.01 0.01
0.01 0.00 -0.03
0.00 -0.02 -0.01
0.04 0.01 0.02
0.02 0.00 0.00
0.00 -0.05 0.00
0.02 -0.01 0.05
0.00 0.00 0.02
-0.02 0.01 0.02
0.00 0.03 -0.02
-0.01 0.06 -0.01
0.04 0.06 -0.02
-0.01 0.04 -0.05
-0.04 -0.01 -0.05
0.01 -0.03 0.00
-0.01 -0.05 -0.03
-0.03 -0.04 -0.04
-0.03 -0.01 -0.02
0.04 -0.03 0.03
0.07 -0.06 0.04
-0.04 -0.13 0.05
0.02 0.01 0.00
-0.05 0.18 -0.14
-0.22 -0.01 0.07
0.11 -0.02 0.02
-0.18 0.03 0.07
-0.19 0.09 -0.06
0.09 0.02 0.05
0.05 0.03 0.02
0.05 0.01 0.02
0.14 0.03 0.03
0.00 -0.16 0.25
-0.01 0.00 -0.04
-0.02 0.08 0.04
-0.09 0.14 -0.08
-0.01 -0.04 -0.11

* total charge: +2
* E_HOMO (spin up / spin down): -13.82 / -13.93 eV
* molar mass: 792.7 g/mol
* HOMO-LUMO gap (spin up / spin down): 0.227 / 0.249 Eh
* spin multiplicity: 2
* expectation value of S²: 0.90
* energy above the lowest of the compared OMol25 structures with the same formula, charge and spin: 56.2 kJ/mol

natural (NBO) population analysis, charges in e, atoms 1 to 2: atom 1 (Re): 1.074, atom 2 (C): -0.649

---

(2)
The following is a quantum chemistry calculation of C5H10O in the gas phase, from the OMol25 dataset.

Positions of all 16 atoms, in Å:
C -0.21193 0.51678 -2.00266
C 0.08492 -0.46093 -0.84401
C 0.22112 0.13403 0.54643
O 1.09844 1.22869 0.56201
C -0.84837 0.11396 1.60734
C 0.35385 -0.79884 1.70559
H 0.20539 0.11359 -2.93003
H 0.22755 1.52208 -1.91181
H -1.28393 0.67102 -2.14698
H 1.04458 -0.95421 -1.04292
H -0.67704 -1.24916 -0.83268
H 1.01549 1.63441 -0.30939
H -0.85708 0.96369 2.28511
H -1.82322 -0.32899 1.41804
H 1.11737 -0.57101 2.44401
H 0.20185 -1.86068 1.52130

Cartesian forces, eV/Å:
-0.07 -0.04 0.00
0.02 -0.04 -0.06
-0.10 -0.29 -0.05
0.12 0.09 -0.04
-0.17 0.14 -0.03
0.15 -0.11 0.00
-0.19 0.01 0.08
-0.02 -0.27 0.14
0.08 -0.03 0.06
-0.12 0.04 -0.03
0.12 0.12 0.01
0.11 0.19 0.29
-0.02 -0.10 -0.19
0.18 0.07 -0.09
-0.16 0.03 -0.11
0.04 0.20 0.00

* E_HOMO: -9.28 eV
* molar mass: 86.1 g/mol
* HOMO-LUMO gap: 0.379 Eh
* SMILES: CCC1(O)CC1
* energy above the lowest of the compared OMol25 structures with the same formula, charge and spin: 116.4 kJ/mol

natural (NBO) population analysis, charges in e, atoms 1 to 2: atom 1 (C): -0.612, atom 2 (C): -0.417

---

(3)
The following is a quantum chemistry calculation of a molecular structure, C46H47AsN8O6SSn, from the OMol25 dataset.

Positions of all 110 atoms, in Å:
Sn -0.53953 0.28258 0.47618
N 1.16806 -2.92973 -0.90340
C 0.86876 -3.47171 -2.12600
C 1.39012 -4.66978 -2.56899
C 1.06948 -5.17416 -3.84166
C 0.22618 -4.51021 -4.68808
C -0.33858 -3.28233 -4.26964
C -1.25698 -2.54291 -5.05277
C -1.78296 -1.38136 -4.56876
C -1.37055 -0.92978 -3.29638
N -0.51636 -1.57675 -2.55025
C -0.00882 -2.75064 -3.00435
H 0.52651 -2.20960 -0.59121
H 1.40827 -3.57720 -0.16430
H 2.04648 -5.23294 -1.91774
H 1.49737 -6.12185 -4.14460
H -0.02966 -4.91223 -5.65981
H -1.54076 -2.92207 -6.02814
H -2.49300 -0.79900 -5.14118
H -1.75609 -0.00111 -2.88761
O -0.37238 1.76296 -1.60781
As -0.37787 2.98352 -2.71614
C -0.29043 2.31066 -4.50894
C -1.24665 2.63522 -5.46160
C -1.14803 2.10127 -6.74026
C -0.09946 1.25178 -7.05923
C 0.85354 0.92434 -6.10322
C 0.75784 1.45109 -4.82585
C -1.92060 4.09927 -2.53805
C -2.99549 3.60414 -1.81225
C -4.11604 4.40315 -1.62650
C -4.15857 5.67541 -2.17524
C -3.08047 6.16573 -2.90281
C -1.95285 5.38036 -3.08051
C 1.17302 4.09046 -2.46113
C 2.05453 4.40172 -3.48771
C 3.18398 5.16466 -3.21769
C 3.42390 5.61506 -1.92814
C 2.53824 5.30692 -0.90236
C 1.41554 4.53877 -1.16574
H -2.06742 3.29690 -5.21094
H -1.89280 2.34858 -7.48515
H -0.02722 0.83540 -8.05551
H 1.66062 0.24673 -6.34845
H 1.48710 1.18221 -4.06898
H -2.95206 2.61911 -1.36542
H -4.94092 4.02801 -1.03648
H -5.03220 6.29699 -2.02787
H -3.11499 7.16391 -3.31900
H -1.09949 5.77074 -3.62438
H 1.86789 4.05010 -4.49586
H 3.87346 5.40749 -4.01564
H 4.30146 6.21417 -1.72099
H 2.71870 5.66104 0.10462
H 0.74192 4.27664 -0.36019
C -0.85706 3.13838 2.02604
C -1.66073 2.05952 1.34024
O -2.87136 2.17255 1.25697
H -1.51185 3.86656 2.50937
H -0.25037 3.63648 1.26543
H -0.14626 2.70738 2.73211
C 5.07354 0.62199 -1.25938
N 4.04495 1.12411 -0.38708
C 4.25140 1.96193 0.76809
C 2.80585 2.19827 1.22941
O 2.50497 2.91566 2.15558
N 1.95869 1.47255 0.42444
C 2.72185 0.87356 -0.49068
N 2.24694 0.09293 -1.46711
H 5.93880 1.28083 -1.20181
H 4.72628 0.62935 -2.29421
H 5.39268 -0.39028 -0.99396
H 4.73781 2.90524 0.51401
H 4.81991 1.46463 1.55803
H 1.24712 -0.08017 -1.48378
H 2.84013 -0.61377 -1.86557
O -0.78122 -4.66898 2.86437
S 0.33009 -3.78948 2.60799
O 1.38808 -4.30462 1.77219
N -0.17560 -2.35133 2.06221
C 0.12528 -1.37538 2.89930
O -0.09762 -0.15515 2.68700
C 0.80556 -1.82536 4.15678
C 1.23301 -1.06279 5.22784
C 1.84819 -1.72047 6.28621
C 2.03074 -3.10055 6.26345
C 1.60498 -3.86308 5.18071
C 0.99370 -3.19229 4.14320
H 1.08717 0.00903 5.22583
H 2.19308 -1.15478 7.14170
H 2.51438 -3.58608 7.10090
H 1.74851 -4.93447 5.15518
N -2.76722 -0.80950 0.65197
C -3.55741 -1.52513 1.09227
N -4.44290 -2.34581 1.61496
C -5.65018 -1.74689 2.19916
C -5.43261 -1.39355 3.66403
C -4.93614 -2.60993 4.44063
C -3.67282 -3.18157 3.80373
C -3.90293 -3.51477 2.33787
H -6.45105 -2.48469 2.09449
H -5.91570 -0.87349 1.60505
H -6.36298 -1.00864 4.08665
H -4.69517 -0.58665 3.72322
H -5.71886 -3.37806 4.44762
H -4.74973 -2.34454 5.48247
H -3.33647 -4.07999 4.32275
H -2.85497 -2.45736 3.87080
H -4.63473 -4.32010 2.22842
H -2.97560 -3.82224 1.85857

Cartesian forces, eV/Å:
-0.01 0.13 -0.01
0.01 0.06 0.01
-0.04 -0.05 -0.11
-0.01 0.04 0.01
0.00 -0.03 -0.03
-0.01 0.00 0.00
0.00 0.01 -0.01
0.01 -0.02 0.01
0.03 0.02 -0.02
-0.03 0.02 -0.03
0.08 0.04 0.01
0.02 -0.05 -0.02
0.00 -0.03 0.01
0.05 0.01 0.02
0.01 -0.01 0.02
0.00 0.00 -0.01
0.00 -0.01 -0.01
0.00 0.00 0.00
-0.01 0.00 0.00
0.02 0.02 0.00
-0.24 -0.04 -0.09
0.23 0.03 0.13
0.01 0.04 -0.01
-0.01 0.02 -0.01
-0.01 0.00 0.00
-0.02 -0.02 -0.02
-0.02 -0.02 0.03
0.03 -0.06 0.02
0.00 -0.04 -0.02
-0.04 0.01 0.04
0.03 -0.03 -0.01
-0.02 0.01 0.00
0.01 0.01 0.00
0.01 0.01 -0.01
-0.04 -0.01 0.00
-0.01 0.01 -0.06
-0.01 -0.01 -0.01
-0.01 0.02 0.01
0.01 0.00 0.03
0.04 0.00 0.00
0.00 0.00 0.01
-0.01 0.00 -0.01
0.00 0.00 -0.01
0.01 0.00 -0.01
-0.01 0.00 0.02
0.05 -0.02 0.04
-0.02 0.01 0.00
0.00 0.01 0.01
0.00 0.01 0.00
0.00 -0.01 0.00
0.00 0.00 0.01
0.00 0.00 -0.01
0.00 0.00 0.00
0.02 -0.04 0.00
0.01 -0.01 -0.03
-0.02 0.03 -0.01
-0.05 0.04 0.08
0.06 -0.06 -0.12
-0.01 -0.01 0.01
0.02 -0.01 0.06
0.00 -0.01 -0.01
0.06 0.00 -0.03
-0.06 -0.05 0.01
0.01 0.02 0.03
0.04 0.04 -0.02
-0.02 0.02 0.02
-0.03 -0.01 -0.08
-0.01 -0.02 0.07
0.02 0.26 -0.10
-0.01 -0.01 0.02
-0.01 -0.03 0.01
0.00 0.00 -0.01
-0.01 0.02 0.00
0.00 0.01 -0.01
-0.03 -0.09 -0.02
-0.05 -0.07 0.02
-0.02 0.01 -0.01
-0.12 -0.03 0.11
0.05 -0.03 0.05
-0.08 -0.06 -0.08
0.12 0.11 0.03
-0.09 -0.08 0.06
-0.01 0.00 0.02
-0.01 0.00 -0.01
0.00 0.01 0.00
0.00 -0.01 0.00
0.02 0.01 0.03
0.06 -0.04 -0.02
0.00 0.01 0.00
0.00 0.01 0.00
0.00 -0.01 0.00
0.00 -0.01 -0.01
-0.07 0.09 -0.19
0.18 0.13 0.24
-0.06 -0.17 -0.08
-0.07 0.01 0.00
0.02 0.07 -0.01
-0.02 -0.03 0.04
0.05 -0.04 0.01
0.02 -0.05 0.00
0.01 0.01 0.01
-0.01 -0.01 0.01
-0.01 -0.01 -0.01
0.00 -0.01 0.00
0.01 0.00 0.00
0.01 0.01 0.00
0.01 -0.01 -0.01
0.01 0.03 0.00
0.01 0.02 0.01
-0.01 -0.02 0.00

* E_HOMO: -6.36 eV
* molar mass: 1033.6 g/mol
* HOMO-LUMO gap: 0.248 Eh
* energy above the lowest of the compared OMol25 structures with the same formula, charge and spin: 43.4 kJ/mol

Löwdin population analysis, charges in e, atoms 1 to 2: atom 1 (Sn): 1.288, atom 2 (N): 0.129